{"formula": "C12H26ClN2O2", "method": "ωB97M-V/def2-TZVPD", "charge": -1, "e_lumo_ha": 0.0936, "multiplicity": 1, "fmax_ev_per_a": 5.0, "e_homo_ev": -3.565, "species": ["Cl", "C", "O", "N", "C", "C", "H", "H", "H", "H", "H", "H", "H", "C", "C", "C", "C", "C", "C", "N", "O", "C", "C", "C", "H", "H", "H", "H", "H", "H", "H", "H", "H", "H", "H", "H", "H", "H", "H", "H", "H", "H", "H"], "coordinates": [[-0.143161, 0.785187, 3.717899], [4.811379, 1.691697, 6.674459], [5.696629, 0.924007, 6.218939], [5.067009, 2.810347, 7.261229], [3.968509, 3.627347, 7.741939], [6.448319, 3.299627, 7.530589], [3.733069, 1.499497, 6.562569], [4.287249, 3.970447, 8.726209], [2.975379, 3.189617, 7.842889], [3.863949, 4.466097, 7.053699], [6.521699, 4.281177, 7.062339], [6.774359, 3.196887, 8.565599], [7.277079, 2.734937, 7.103519], [-2.391291, 0.997757, -1.665251], [-2.542251, -0.096243, -2.703271], [-1.789661, 0.402067, -3.995151], [-1.561401, -0.740873, -4.960841], [-0.800351, -1.830053, -4.249701], [-1.507241, -2.425873, -3.013701], [-1.884381, -1.297643, -2.132121], [-2.435271, -1.583533, -0.862361], [-2.744151, -3.277393, -3.466651], [-0.434861, -3.241223, -2.325481], [-4.078501, -0.264113, -3.007201], [-1.311741, 1.027897, -1.517661], [-2.797691, 1.895807, -2.130501], [-2.916651, 0.749257, -0.743121], [-2.407601, 1.061017, -4.605101], [-0.809351, 0.851717, -3.837421], [-2.493111, -1.194813, -5.298421], [-0.941761, -0.520143, -5.829991], [0.209239, -1.538073, -3.960601], [-0.579131, -2.570903, -5.018011], [-3.140081, -3.842043, -2.622551], [-2.445891, -3.895503, -4.313441], [-3.541141, -2.716593, -3.954931], [-0.219281, -4.093883, -2.969381], [-0.873841, -3.703633, -1.441411], [0.352909, -2.625603, -1.891291], [-4.230641, -0.138743, -4.079221], [-4.485671, -1.213203, -2.658581], [-4.681271, 0.506387, -2.526481], [-1.799391, -1.158713, -0.282031]], "forces_ev_per_angstrom": [[-0.012, 0.020, -0.019], [1.662, -3.967, -2.606], [-1.756, 1.152, 0.918], [1.052, 1.840, 1.810], [0.707, 1.069, 0.251], [-0.187, -0.454, -0.671], [0.109, -0.247, -0.064], [-0.345, 0.378, 0.058], [0.423, -0.684, -0.244], [-0.124, 0.355, 0.235], [0.104, 0.301, 0.704], [-0.814, 0.795, 0.446], [-0.838, -0.585, -0.890], [0.250, -0.315, -0.423], [-0.542, 0.016, -0.207], [-0.610, -0.994, -0.796], [0.627, -0.979, 0.601], [0.139, -0.332, -0.131], [-0.854, 0.587, -0.245], [0.999, 1.305, -1.337], [-0.125, -0.816, -0.757], [0.780, 0.230, -0.301], [-1.531, -0.964, 1.161], [0.456, -0.001, -0.158], [-0.046, 0.677, 0.475], [0.218, 0.295, 0.391], [0.060, 0.247, -0.093], [-0.203, 0.757, 0.765], [-0.165, 0.200, 0.591], [-0.219, 0.251, -0.209], [-0.325, 0.645, -0.182], [-0.052, 0.606, 0.254], [-0.296, -0.765, 0.288], [-0.056, -0.128, -0.199], [0.291, -0.726, 0.366], [0.002, 0.500, 0.566], [0.876, 0.246, -0.065], [-0.192, -0.125, 0.192], [0.357, -0.106, -0.797], [-0.275, -0.331, -0.088], [0.180, -0.013, -0.126], [0.190, 0.150, 0.096], [0.082, -0.091, 0.438]]}

=====

{"formula": "CH4NO3S", "method": "ωB97M-V/def2-TZVPD", "charge": -1, "e_lumo_ha": 0.1471, "de_lowest_kcal_mol": 31.2, "multiplicity": 1, "fmax_ev_per_a": 2.7, "e_homo_ev": -4.108, "species": ["C", "N", "O", "O", "O", "S", "H", "H", "H", "H"], "coordinates": [[-0.989900, 0.683203, 0.563991], [0.802403, -2.049190, -0.737823], [1.824363, 0.168477, -0.133731], [-0.073272, 1.660272, 0.971135], [-0.737657, 0.352384, -0.797982], [0.992301, -0.534902, -1.142742], [0.877638, 1.291772, 0.759247], [-0.977734, -0.154037, 1.220279], [-1.913918, 1.153016, 0.784708], [0.195777, -2.570994, -1.487081]], "forces_ev_per_angstrom": [[1.919, 0.417, -1.704], [-0.911, 0.035, -1.229], [0.244, -0.731, -0.085], [2.627, -0.074, 0.398], [-0.161, -0.384, 0.844], [-1.729, -0.648, 0.185], [-2.492, 0.660, 0.349], [0.521, -1.390, 0.486], [-1.572, 0.444, -0.720], [1.553, 1.671, 1.476]]}

=====

{"formula": "C19H33FIN5O2P2", "method": "ωB97M-V/def2-TZVPD", "smiles": "CC[C@H](I)[C@@H](O[C@@](N)(c1ccccc1)[C@](N)(N=C=O)N([PH2]=N)[C@@H](C)F)P(CC)CC", "e_lumo_ha": 0.0051, "multiplicity": 1, "fmax_ev_per_a": 3.7, "e_homo_ev": -7.866, "species": ["C", "C", "C", "I", "C", "O", "C", "N", "C", "C", "C", "C", "C", "C", "C", "N", "N", "C", "O", "N", "P", "N", "C", "C", "F", "P", "C", "C", "C", "C", "H", "H", "H", "H", "H", "H", "H", "H", "H", "H", "H", "H", "H", "H", "H", "H", "H", "H", "H", "H", "H", "H", "H", "H", "H", "H", "H", "H", "H", "H", "H", "H", "H"], "coordinates": [[-2.410772, -2.626068, -3.837121], [-0.889515, -2.385676, -3.459378], [-0.775418, -0.945677, -2.789164], [0.831341, 0.099576, -3.890797], [-0.508515, -0.985902, -1.210708], [0.107606, 0.214165, -0.759070], [1.423858, 0.100811, -0.241121], [2.330105, -0.805896, -0.953359], [2.059880, 1.558208, -0.440913], [3.474468, 1.888500, -0.179689], [4.037659, 3.246179, -0.417641], [3.196358, 4.367128, -0.931265], [1.777853, 4.041658, -1.189362], [1.220447, 2.677800, -0.959371], [1.467711, -0.151757, 1.387930], [2.716171, -0.806883, 1.829375], [0.346720, -1.059845, 1.837419], [0.575056, -1.612658, 2.919868], [0.956604, -2.018440, 3.946506], [1.357262, 1.181711, 2.030712], [2.301954, 1.350421, 3.498987], [2.220907, 2.879081, 3.952934], [-0.043084, 1.637641, 2.163982], [-0.693059, 1.505917, 3.599419], [-0.024725, 3.050252, 1.886887], [-2.138443, -1.142297, -0.199731], [-3.619219, -0.490543, -1.140329], [-3.643359, 1.101635, -0.911241], [-2.374353, -2.880649, 0.461281], [-2.611699, -4.023641, -0.614739], [-2.557089, -3.542498, -4.486657], [-2.799629, -1.756746, -4.457910], [-3.101253, -2.710308, -2.956037], [-0.419705, -3.219304, -2.870891], [-0.336457, -2.347094, -4.447239], [-1.700071, -0.375316, -3.072322], [0.032932, -1.949169, -1.008630], [3.310197, -0.669437, -0.705236], [2.147496, -1.796035, -0.722323], [4.209391, 1.122497, 0.173982], [5.125243, 3.478112, -0.243539], [3.646172, 5.375658, -1.124045], [1.115126, 4.858160, -1.594473], [0.131868, 2.569478, -1.195205], [2.826986, -1.731383, 1.407516], [3.545339, -0.275955, 1.551051], [1.805254, 0.543755, 4.568063], [3.697267, 1.092482, 3.285529], [1.809935, 2.948648, 4.890034], [-0.747564, 1.200685, 1.406699], [-0.361301, 0.618266, 4.197979], [-0.419922, 2.450405, 4.162486], [-1.813135, 1.525904, 3.460465], [-4.560039, -0.874346, -0.639217], [-3.666680, -0.745001, -2.233367], [-3.401339, 1.275269, 0.181103], [-2.764129, 1.547585, -1.475953], [-4.623179, 1.566309, -1.194953], [-3.268332, -2.867962, 1.150971], [-1.491110, -3.193222, 1.095847], [-1.881657, -4.035544, -1.464142], [-3.688380, -4.034042, -0.959759], [-2.472031, -5.014602, -0.070128]], "forces_ev_per_angstrom": [[-0.240, -0.197, -0.435], [-0.830, 0.614, -0.995], [0.347, -0.707, 0.168], [-0.556, -0.010, 0.333], [-1.324, -1.010, -1.533], [0.865, -1.356, 0.259], [1.862, 1.909, 0.564], [-0.890, -1.095, 0.356], [0.413, 2.908, -1.024], [-0.782, 1.831, -0.950], [-2.246, 0.157, -0.645], [-1.024, -3.453, 0.628], [1.500, -1.382, 0.650], [2.182, 0.862, 0.387], [-0.119, 0.245, -0.709], [-0.053, 0.617, -0.393], [0.396, -0.804, 0.675], [1.306, 1.135, -0.448], [-1.212, -0.337, -0.612], [0.179, -2.331, 1.311], [-0.316, 3.466, 1.009], [-0.018, -1.389, 0.284], [-0.549, 1.563, 0.683], [-0.198, 1.084, -0.267], [-0.251, -1.531, 0.111], [0.210, 0.926, 1.507], [-0.840, 0.588, -0.179], [1.161, -0.777, 0.158], [-0.200, -1.224, -1.138], [-0.279, -0.989, 1.190], [0.282, 0.899, 0.840], [0.633, -0.923, 0.700], [0.816, -0.010, -0.738], [-0.554, 0.876, -0.280], [-0.584, -0.155, 1.260], [1.073, -0.342, 0.511], [-0.054, 1.122, 0.006], [-0.489, 0.458, -0.205], [-0.097, 0.629, -0.228], [-0.769, 0.690, -0.341], [-1.314, -0.610, -0.068], [-0.641, -1.186, 0.247], [0.675, -1.166, 0.544], [1.311, -0.218, 0.362], [-0.347, 0.353, 0.160], [-0.428, -0.042, 0.111], [0.486, -0.490, -0.788], [-1.035, -0.598, -0.523], [0.132, 0.115, -0.508], [1.233, 0.043, 0.485], [-0.465, 0.676, -0.719], [-0.254, -1.212, -0.599], [1.192, -0.292, 0.251], [1.133, 0.031, -0.539], [-0.078, 0.244, 1.039], [-0.544, -0.049, -1.197], [-1.233, -0.260, 0.484], [1.003, -0.425, 0.138], [0.934, 0.235, -0.698], [-0.804, 0.810, -0.720], [-0.816, 0.268, 0.753], [1.310, 0.197, 0.036], [-0.202, 1.020, -0.721]]}